20
Properties=species:S:1:pos:R:3:mulliken_charge:R:1 method="wB97M-V/def2-TZVPD" largest_force_ev_per_a=10.43 de_lowest_ev=5.980 gap_ev=9.850 lumo_ev=0.75 homo_ev=-9.10
C 1.67 -0.47 -1.21 -0.762
C 1.06 0.14 -0.19 0.179
C 1.95 0.93 0.77 -1.101
C -0.47 -0.21 0.18 0.948
C -0.93 -1.22 1.10 -1.255
C -1.33 -0.40 -1.02 -1.506
C -1.55 0.73 -0.13 0.607
O -1.15 1.91 -0.19 -0.492
H 2.91 -0.89 -1.43 0.206
H 0.97 -1.12 -1.81 0.235
H 1.76 0.87 1.97 0.271
H 3.15 0.61 0.66 0.279
H 1.88 2.16 0.55 0.200
H -2.00 -1.48 0.88 0.325
H -0.35 -2.13 0.91 0.325
H -0.83 -0.84 2.29 0.216
H -1.96 -1.23 -1.07 0.282
H -0.64 -0.29 -1.77 0.569
H -2.55 0.40 0.44 0.112
H -1.60 2.55 -0.92 0.363